A molecular structure, C17H21CeF7N4O2 at a distorted geometry, computed with ωB97M-V/def2-TZVPD.

```
52
C17H21CeF7N4O2 (ωB97M-V/def2-TZVPD)
Ce -0.942 -0.300 0.061
F -1.318 -5.320 -3.981
F 1.884 -4.162 2.003
F 1.057 -2.957 3.548
F -4.880 -3.428 -1.424
F -0.209 -4.435 2.611
F -3.230 -1.333 -0.788
F -0.161 -3.012 -4.079
O 1.018 -1.617 0.854
O -1.046 -2.321 1.301
N -1.006 -0.801 -2.197
N 0.566 1.495 -1.135
N 0.812 1.678 4.129
N -0.229 1.214 1.887
C -3.026 -4.596 -2.516
C -0.145 2.820 -0.984
C -1.818 -4.371 -3.199
C 0.744 -3.525 2.398
C 0.246 -2.425 1.410
C 0.239 1.339 2.975
C 0.179 -0.348 -2.922
C -2.920 -2.239 -1.858
C 0.630 1.090 -2.610
C -3.609 -3.422 -1.969
C -1.695 2.732 -1.010
C -1.662 -1.999 -2.463
C -1.237 -3.141 -3.264
C 1.978 1.694 -0.592
C 1.615 0.687 4.977
C 2.693 2.988 -1.018
C 0.854 3.115 4.486
H 1.041 -1.029 -2.767
H 0.896 3.195 5.588
H 2.024 3.826 -0.820
H 2.520 0.833 -1.014
H -2.088 3.077 -1.987
H 3.598 3.181 -0.395
H 1.151 0.422 5.986
H -0.073 -0.289 -4.026
H 1.742 3.624 4.002
H -1.946 1.648 -0.881
H -0.038 3.632 4.144
H -2.064 3.290 -0.149
H 2.000 1.578 0.501
H 2.607 1.048 5.173
H 1.683 1.269 -3.010
H -0.027 1.737 -3.181
H 0.241 3.579 -1.728
H 2.932 2.948 -2.072
H -3.431 -5.584 -2.387
H 1.736 -0.236 4.346
H 0.113 3.152 0.046
```

Computed properties:
calculated total energy: -59970.6350 eV
M: 586.5 g/mol
net charge: +1
strongest force on any atom: 3.40 eV/A
2S+1: 2
expectation value of S²: 0.751

***

7 unconnected molecules or ions with the total composition C17H21Cl12F17NOP, computed with ωB97M-V/def2-TZVPD.

```
70
C17H21Cl12F17NOP (ωB97M-V/def2-TZVPD)
Cl 8.000 -1.573 1.357
Cl 2.591 2.253 3.872
Cl -1.826 0.182 5.092
Cl -1.220 4.284 -4.315
Cl -3.129 5.823 -0.310
Cl 7.400 -3.667 -0.602
Cl -7.209 -5.911 -3.071
Cl -3.517 2.462 -4.574
Cl -1.996 -2.522 3.952
Cl -2.376 5.255 2.470
Cl -4.452 -6.783 -3.603
Cl 1.357 2.038 6.530
P 2.692 0.757 -1.672
F 0.155 1.711 -2.228
F -4.209 -2.019 1.083
F -0.659 -0.572 -1.105
F -4.822 -3.635 -0.205
F -1.618 -1.084 0.790
F -2.793 -3.547 0.509
F -1.954 2.057 -0.686
F 1.742 3.240 -2.109
F -2.373 1.295 1.302
F 0.633 0.487 0.938
F -4.013 0.138 -0.425
F 0.086 3.742 -0.198
F -0.243 2.216 1.936
F -2.406 -2.643 -1.811
F 1.878 2.810 0.621
F -2.871 -0.006 -2.272
F -4.482 -2.003 -2.016
O 3.142 -2.526 -0.243
N 4.331 -1.913 1.594
C -2.428 3.313 -3.470
C -0.085 1.610 0.749
C -1.664 -0.263 -0.275
C -2.693 -0.899 3.991
C 4.759 -0.772 -0.533
C -1.530 1.198 0.255
C 1.153 2.565 4.854
C -3.295 4.719 1.061
C 0.766 2.583 -0.121
C -5.491 -5.611 -2.785
C -3.418 -2.007 -1.200
C 8.625 -2.562 0.026
C -3.006 -0.504 -1.036
C 4.009 -1.838 0.247
C 1.259 2.112 -1.503
C -3.812 -2.820 0.090
C 4.101 -0.453 -1.873
H 5.324 -1.810 1.781
H -4.342 4.660 1.332
H -3.719 -0.975 4.328
H -5.253 -4.624 -3.163
H 2.571 1.037 -3.048
H -1.904 2.574 -2.879
H 3.479 1.638 -0.886
H 3.709 -1.378 -2.309
H -3.019 3.974 -2.847
H 4.844 0.122 0.102
H 5.787 -1.134 -0.672
H 3.986 -2.789 1.975
H 0.968 3.632 4.855
H 9.459 -3.142 0.401
H -5.308 -5.679 -1.720
H 8.930 -1.897 -0.772
H -2.635 -0.480 2.993
H 4.819 -0.010 -2.575
H 1.801 -0.205 -1.155
H 0.325 2.017 4.421
H -2.914 3.753 0.760
```

Computed properties:
calculated total energy: -227261.5195 eV
M: 1034.7 g/mol
SMILES string: NC(=O)CC[PH3]C(F)(F)C(F)(F)C(F)(F)C(F)(F)C(F)(F)C(F)(F)C(F)(F)C(F)(F)F.ClCCl.ClCCl.ClCCl.ClCCl.ClCCl.ClCCl
net charge: 0
strongest force on any atom: 0.89 eV/A

***

A molecular structure, C17H21ClFI2N2S at a distorted geometry, computed with ωB97M-V/def2-TZVPD.

```
45
C17H21ClFI2N2S (ωB97M-V/def2-TZVPD)
I -2.151 -1.539 -2.252
I 5.945 -1.095 -1.095
Cl -0.063 1.409 -3.144
S 1.725 3.842 2.991
F -3.980 3.094 2.709
N 0.121 3.111 2.881
N 2.831 2.886 1.975
C 1.886 1.853 1.399
C 1.399 -1.558 -1.287
C -1.869 -4.038 -0.312
C -3.060 2.683 1.583
C -2.370 1.256 2.118
C 0.330 1.962 1.899
C 2.159 0.610 0.333
C -1.848 -1.277 -0.107
C -0.626 -0.279 0.327
C -0.911 0.949 1.415
C -1.600 -2.744 0.657
C -3.917 2.511 0.196
C 3.753 0.449 -0.147
C 4.747 -0.265 0.730
C 1.484 -1.089 -2.847
C 1.565 0.521 -3.117
C 0.952 -0.412 -0.211
H -2.392 -2.826 1.546
H -2.217 3.497 1.546
H 2.473 -1.977 -0.980
H 2.493 -1.553 -3.286
H 2.272 1.122 -2.405
H 0.636 -2.464 -1.238
H -4.655 3.447 0.129
H 0.628 -1.530 -3.547
H -0.540 -2.805 1.175
H -2.131 1.464 3.269
H -3.117 0.356 2.108
H -2.887 -0.891 0.337
H -4.506 1.500 0.183
H 4.960 0.238 1.776
H -1.051 -4.191 -1.158
H 2.026 0.651 -4.210
H 5.282 -1.231 0.323
H -2.979 -4.080 -0.744
H -1.781 -5.010 0.375
H -3.177 2.580 -0.723
H 4.163 0.863 -1.171
```

Computed properties:
calculated total energy: -63208.6349 eV
M: 593.7 g/mol
net charge: -1
strongest force on any atom: 10.21 eV/A

***

A molecular structure, C17H21ClIrNO5SSe2 at a distorted geometry, computed with ωB97M-V/def2-TZVPD.

```
49
C17H21ClIrNO5SSe2 (ωB97M-V/def2-TZVPD)
Ir -0.805 0.271 0.031
Se -1.357 0.556 2.422
Se -2.453 -1.431 -0.676
Cl -4.992 2.989 -2.982
S 1.381 0.900 -1.088
O 0.402 0.727 -2.161
O -4.572 -2.817 3.352
O 1.396 -0.309 -0.204
O -0.232 -2.094 1.327
O 1.144 2.104 -0.302
N -2.062 2.053 -0.520
C 3.396 0.023 -2.716
C 5.343 1.107 -1.061
C -2.122 4.422 -0.627
C 7.122 -0.325 -2.125
C -1.061 -2.902 2.130
C -3.178 4.375 -1.521
C 3.045 0.886 -1.690
C 5.706 0.172 -2.025
C 4.725 -0.323 -2.883
C -2.477 -2.300 2.267
C -3.250 -3.287 3.166
C -3.661 3.130 -1.894
C -3.241 -2.255 0.939
C -2.482 -0.959 3.010
C -1.590 3.239 -0.145
C -3.073 1.988 -1.380
C 4.015 1.463 -0.887
H -4.195 -1.757 1.093
H -2.155 -1.133 4.037
H -1.713 5.368 -0.304
H 7.706 -0.021 -1.259
H -3.252 -4.274 2.684
H 7.608 0.064 -3.021
H 0.665 -2.436 1.261
H -3.425 1.001 -1.654
H -5.054 -3.448 3.893
H 5.008 -1.019 -3.664
H -3.622 5.277 -1.919
H -0.757 3.232 0.542
H -1.152 -3.905 1.691
H -0.632 -3.007 3.135
H 2.623 -0.387 -3.354
H 7.141 -1.413 -2.184
H -2.728 -3.375 4.128
H -3.498 -0.573 3.043
H -3.444 -3.281 0.625
H 3.708 2.155 -0.114
H 6.102 1.531 -0.415
```

Computed properties:
calculated total energy: -186584.7565 eV
M: 737.0 g/mol
net charge: 0
strongest force on any atom: 3.27 eV/A
ΔE to the lowest compared entry with this formula, charge and spin: 255.2 kJ/mol

***

A single C17H21N3O2S molecule at a distorted geometry, computed with ωB97M-V/def2-TZVPD.

```
44
C17H21N3O2S (ωB97M-V/def2-TZVPD)
S 0.426 1.012 1.543
O 2.945 0.403 -1.545
O 3.348 3.918 -1.084
N 2.873 0.350 1.151
N 2.311 -0.696 1.732
N 2.360 2.519 0.348
C 2.063 1.326 0.952
C -1.164 0.219 -2.170
C -0.343 -1.071 4.016
C 3.130 2.774 -0.759
C -0.493 1.405 -2.423
C -2.645 0.104 -2.395
C -1.814 -0.782 3.728
C -2.935 -0.389 -3.814
C 0.234 -1.586 2.677
C 3.673 1.601 -1.564
C 0.877 1.513 -2.246
C 1.601 0.416 -1.800
C -0.995 -1.966 1.817
C -2.194 -1.898 2.763
C -0.424 -0.880 -1.747
C 0.939 -0.788 -1.560
C 1.069 -0.559 2.014
H 0.193 -0.194 4.379
H -3.124 -1.700 2.232
H -2.526 0.304 -4.545
H -0.876 -2.950 1.366
H -1.917 0.186 3.234
H -0.924 -1.819 -1.556
H -3.074 -0.598 -1.676
H -2.299 -2.838 3.308
H -1.046 2.269 -2.762
H -0.259 -1.854 4.770
H 1.922 3.347 0.737
H 1.518 -1.630 -1.215
H -3.119 1.076 -2.247
H -2.481 -1.364 -3.976
H -1.119 -1.240 1.012
H -2.419 -0.777 4.633
H 4.652 1.338 -1.150
H 0.882 -2.449 2.843
H 3.817 1.967 -2.591
H 1.364 2.454 -2.455
H -4.007 -0.473 -3.976
```

Computed properties:
calculated total energy: -37370.1903 eV
M: 331.4 g/mol
SMILES string: CCc1ccc(OCC(=O)Nc2nnc(C3CCCC3)s2)cc1
net charge: 0
strongest force on any atom: 1.83 eV/A
ΔE to the lowest compared entry with this formula, charge and spin: 190.8 kJ/mol

***

A single C17H21N3O3S molecule, computed with ωB97M-V/def2-TZVPD.

```
45
C17H21N3O3S (ωB97M-V/def2-TZVPD)
S -4.060 1.288 0.493
O 2.976 -3.443 0.133
O -2.758 5.518 0.864
O 0.326 2.984 -0.990
N -1.912 -0.118 0.159
N -1.668 2.162 -0.279
N 1.044 -4.282 -0.722
C 2.618 -5.899 -1.698
C -2.469 1.124 0.107
C -0.324 2.025 -0.633
C -2.239 3.494 -0.342
C 1.559 0.422 -0.841
C 1.851 -3.286 -0.294
C -0.390 5.475 1.173
C -0.605 -0.394 -0.148
C -1.043 4.244 1.800
C 1.429 -5.691 -0.761
C 0.219 0.666 -0.543
C -0.094 -1.689 -0.077
C 2.065 -0.855 -0.755
C 1.742 -6.191 0.648
C -1.598 6.338 0.777
C -2.370 4.175 1.041
C 1.236 -1.919 -0.388
H 2.177 1.258 -1.133
H -1.244 4.411 2.858
H -0.439 3.345 1.695
H 0.887 -6.040 1.304
H -0.739 -2.492 0.250
H -3.161 3.679 1.611
H 0.170 -4.030 -1.152
H 3.479 -5.357 -1.318
H 0.187 5.184 0.295
H 1.980 -7.250 0.620
H 2.863 -6.955 -1.758
H 0.560 -6.233 -1.152
H 3.103 -1.060 -0.964
H -3.233 3.436 -0.793
H -1.747 7.178 1.463
H -1.503 6.735 -0.240
H 2.384 -5.535 -2.697
H 2.592 -5.647 1.048
H -1.585 4.094 -0.976
H -2.534 -0.861 0.452
H 0.270 5.994 1.865
```

Computed properties:
calculated total energy: -39419.7966 eV
M: 347.4 g/mol
SMILES string: CC(C)NC(=O)c1ccc2c(=O)n(C[C@H]3CCCO3)c(=S)[nH]c2c1
net charge: 0
strongest force on any atom: 0.89 eV/A
ΔE to the lowest compared entry with this formula, charge and spin: 35.6 kJ/mol

***

A molecular structure, C17H21N4O2ReS at a distorted geometry, computed with ωB97M-V/def2-TZVPD.

```
46
C17H21N4O2ReS (ωB97M-V/def2-TZVPD)
Re 0.101 -0.117 -0.291
S -2.864 -1.744 -0.309
O -1.661 -0.716 -0.702
O 1.966 -0.202 -0.312
N -0.009 1.833 -0.679
N 0.232 3.832 -1.428
N 0.290 -0.076 1.712
N 1.050 -0.211 3.728
C 1.408 -0.218 2.432
C -4.302 -0.926 -1.031
C 3.861 -0.448 2.775
C -0.781 3.908 -0.480
C -0.929 2.665 -0.003
C -3.761 -2.661 -2.662
C 0.683 2.587 -1.543
C 5.329 -0.654 0.843
C 5.127 -0.602 2.235
C -2.768 -3.038 -1.559
C 4.262 -0.539 -0.005
C 1.768 2.175 -2.479
C -0.309 -0.064 3.846
C -0.792 0.023 2.588
C 2.986 -0.366 0.552
C -4.929 -1.980 -1.953
C 2.765 -0.341 1.936
H -5.614 -1.485 -2.639
H -0.811 -0.034 4.800
H 5.977 -0.690 2.899
H 1.686 -0.312 4.505
H -1.602 2.295 0.750
H -1.285 4.830 -0.245
H 6.329 -0.786 0.450
H -3.880 -0.087 -1.591
H 1.712 1.114 -2.721
H 0.582 4.610 -1.972
H -3.048 -3.944 -1.013
H -1.717 -3.119 -1.842
H 2.747 2.388 -2.048
H -4.921 -0.560 -0.214
H 4.365 -0.568 -1.081
H 1.673 2.733 -3.410
H -4.066 -3.558 -3.197
H -3.291 -1.988 -3.379
H 3.763 -0.415 3.853
H -5.512 -2.697 -1.373
H -1.807 0.152 2.256
```

Computed properties:
calculated total energy: -40963.7590 eV
M: 531.7 g/mol
net charge: +3
strongest force on any atom: 1.51 eV/A
2S+1: 2
expectation value of S²: 0.762

***

A single C17H21NO5S molecule, computed with ωB97M-V/def2-TZVPD.

```
45
C17H21NO5S (ωB97M-V/def2-TZVPD)
S -2.863 1.280 0.260
O -1.768 -0.994 -1.742
O 0.755 -2.758 0.167
O 5.659 -3.325 -2.317
O -2.532 1.563 -1.119
O -4.219 0.969 0.588
N -1.919 0.029 0.851
C 3.080 -3.010 0.198
C -0.599 -1.063 -0.973
C -0.616 -0.111 0.244
C -0.813 5.757 3.766
C 3.242 -3.053 -2.560
C 4.302 -3.158 -0.414
C -2.274 2.625 1.268
C -1.323 4.664 2.881
C 4.400 -3.180 -1.807
C -0.459 -2.523 -0.501
C -2.581 2.622 2.616
C 5.814 -3.360 -3.714
C 2.008 -2.904 -1.940
C -2.105 3.642 3.417
C 1.913 -2.880 -0.558
C -1.030 4.645 1.522
C -1.505 3.626 0.712
H 2.999 -2.996 1.274
H -0.598 -3.193 -1.355
H -2.340 3.654 4.471
H 0.093 -0.484 0.989
H -1.642 6.258 4.264
H 0.283 -0.806 -1.584
H 1.134 -2.809 -2.564
H 5.205 -3.259 0.166
H -1.297 3.601 -0.346
H -0.252 6.493 3.198
H 6.881 -3.484 -3.889
H -1.239 -2.743 0.233
H 3.273 -3.067 -3.638
H 5.275 -4.204 -4.158
H -3.193 1.827 3.008
H -2.443 -0.832 0.902
H -2.060 -0.065 -1.800
H -0.429 5.433 1.093
H -0.165 5.345 4.538
H -0.312 0.893 -0.060
H 5.477 -2.429 -4.180
```

Computed properties:
calculated total energy: -40531.5936 eV
M: 351.4 g/mol
SMILES string: COc1ccc(OC[C@@H](O)CNS(=O)(=O)c2ccc(C)cc2)cc1
net charge: 0
strongest force on any atom: 0.89 eV/A
ΔE to the lowest compared entry with this formula, charge and spin: 77.7 kJ/mol

***

A molecular structure, C17H22AlBeF10GaNO5 at a distorted geometry, computed with ωB97M-V/def2-TZVPD.

```
58
C17H22AlBeF10GaNO5 (ωB97M-V/def2-TZVPD)
Ga 1.859 -1.044 -1.976
Al -4.300 2.052 0.973
F 1.817 -6.265 -0.524
F 6.368 -6.401 0.541
F 3.783 -5.764 1.311
F 5.915 -6.042 -1.502
F 1.338 -1.813 1.458
F 5.807 -4.427 -0.016
F 2.942 -3.542 -0.104
F 1.226 -4.285 -1.351
F 4.144 -7.483 0.115
F 3.270 -6.338 -2.123
O -1.636 3.602 -0.255
O 4.726 -0.808 0.597
O -2.066 3.664 1.950
O -1.815 1.714 0.794
O 2.448 -0.387 0.790
N -6.435 6.385 -0.490
C -6.421 5.584 0.568
C 3.507 -2.174 -2.453
C -1.649 5.052 -0.289
C -8.839 6.432 -0.318
C 2.711 -4.266 -1.168
C -7.626 6.797 -0.919
C 2.405 0.254 -0.342
C 5.587 -5.707 -0.271
C 3.351 -3.704 -2.426
C -1.854 3.075 0.926
C -8.801 5.594 0.782
C -7.571 5.155 1.241
C 3.796 -0.683 1.295
C 4.127 -6.141 0.087
C -2.035 0.994 2.019
C 3.888 -0.873 2.811
C 3.054 -5.766 -0.970
Be 0.190 -5.504 -0.987
H 3.318 0.792 -0.627
H 2.850 -4.049 -3.335
H -7.608 7.448 -1.785
H 1.546 -0.046 -3.186
H 1.594 0.996 -0.274
H -5.431 5.270 0.893
H 0.512 -1.869 -1.712
H -1.268 1.232 2.751
H 4.372 -4.126 -2.461
H -0.865 5.454 0.348
H 4.752 -0.310 3.163
H 4.359 -1.820 -1.859
H 2.947 -0.578 3.275
H -7.497 4.499 2.098
H -1.458 5.348 -1.315
H -9.715 5.289 1.274
H 3.745 -1.904 -3.492
H -3.034 1.214 2.428
H 4.057 -1.946 2.943
H -1.984 -0.068 1.794
H -2.623 5.433 0.012
H -9.778 6.799 -0.709
```

Computed properties:
calculated total energy: -116222.9188 eV
M: 616.1 g/mol
net charge: +3
strongest force on any atom: 3.70 eV/A
ΔE to the lowest compared entry with this formula, charge and spin: 53.9 kJ/mol

***

A molecular structure, C17H22Cl4IrO at a distorted geometry, computed with ωB97M-V/def2-TZVPD.

```
45
C17H22Cl4IrO (ωB97M-V/def2-TZVPD)
Ir -0.060 0.193 0.183
Cl -0.537 2.475 0.262
Cl -2.260 0.138 0.983
Cl -0.459 2.244 3.353
Cl -0.287 -2.044 0.939
O 2.524 3.423 -0.033
C 0.191 0.759 3.844
C 0.422 -0.817 -1.671
C 0.272 -0.945 5.560
C -1.370 -2.692 -2.051
C 0.430 0.623 -1.883
C -1.352 2.300 -2.829
C -0.937 0.992 -2.286
C 0.944 -1.780 4.664
C 1.669 1.386 -2.156
C -3.217 -0.211 -2.478
C -0.121 0.321 5.134
C -1.756 -0.159 -2.205
C 1.363 0.461 1.608
C 1.651 -1.653 -1.695
C 0.941 -0.040 2.959
C -0.939 -1.283 -1.940
C 1.318 -1.317 3.403
H 1.550 -2.516 -1.039
H 1.856 -1.971 2.714
H -3.383 -0.401 -3.551
H 2.506 0.934 -1.631
H 1.602 2.421 -1.830
H 1.662 1.514 1.610
H 2.223 -0.138 1.249
H 1.886 1.374 -3.229
H -2.260 2.681 -2.346
H -1.623 -2.932 -3.095
H -0.577 -3.369 -1.726
H -1.569 2.202 -3.902
H 1.159 -2.812 4.939
H -3.718 0.735 -2.224
H -3.713 -1.018 -1.916
H -2.265 -2.896 -1.447
H 2.516 -1.074 -1.380
H 3.121 4.165 0.211
H -0.708 0.973 5.779
H 1.835 -2.008 -2.716
H 0.026 -1.275 6.567
H -0.555 3.034 -2.702
```

Computed properties:
calculated total energy: -72958.4282 eV
M: 576.4 g/mol
net charge: -2
strongest force on any atom: 3.11 eV/A
2S+1: 6
expectation value of S²: 8.782

***

The highest calculated total energy belongs to which entry? C17H21N3O2S